(1)
Formula: C20H26ClN3OS2
Source: OMol25
Level of theory: ωB97M-V/def2-TZVPD

The geometry in XYZ format:
```
53
C20H26ClN3OS2 (ωB97M-V/def2-TZVPD)
C 1.821 3.753 1.306
C 2.557 2.963 0.265
C 3.890 3.206 -0.048
C 4.558 2.492 -1.029
C 3.890 1.495 -1.715
C 2.572 1.211 -1.418
C 1.904 1.943 -0.443
N 0.588 1.631 -0.094
C -0.428 1.273 -0.932
N -1.534 0.770 -0.328
C -1.534 0.291 1.042
H -2.540 -0.081 1.243
C -0.520 -0.835 1.275
H -0.626 -1.199 2.298
C -0.729 -2.001 0.306
N 0.315 -2.997 0.470
C -0.109 -4.334 0.087
H -0.998 -4.603 0.661
C 1.015 -5.320 0.404
O 2.199 -4.989 -0.281
C 2.609 -3.685 0.051
C 1.523 -2.658 -0.266
H 1.870 -1.667 0.031
H 1.336 -2.653 -1.355
H 3.509 -3.487 -0.533
H 2.849 -3.631 1.124
H 0.746 -6.328 0.084
H 1.199 -5.315 1.489
H -0.347 -4.392 -0.990
H -0.760 -1.625 -0.730
H -1.692 -2.473 0.522
H 0.495 -0.457 1.162
H -1.350 1.112 1.747
C -2.765 0.610 -1.071
C -3.854 1.448 -0.489
C -5.175 1.158 -0.353
C -5.916 2.216 0.224
C -5.145 3.288 0.526
S -3.496 3.039 0.101
H -5.435 4.218 0.972
H -6.975 2.171 0.408
H -5.610 0.223 -0.659
H -3.074 -0.442 -1.083
H -2.554 0.918 -2.103
S -0.331 1.475 -2.572
H 0.325 1.890 0.846
H 2.052 0.426 -1.943
H 4.402 0.931 -2.479
H 5.589 2.718 -1.248
Cl 4.776 4.435 0.796
H 0.863 4.098 0.918
H 1.644 3.150 2.200
H 2.402 4.621 1.602
```

Results
Charge: 0
Highest occupied orbital energy (eV): -8.1
Orbital gap (eV): 8.505
LUMO (eV): 0.45
SMILES: Cc1c(Cl)cccc1NC(=S)N(CCCN1CCOCC1)Cc1cccs1
Max |F| (eV/Å): 0.782
Energy above the lowest of the compared OMol25 structures with the same formula, charge and spin (kJ/mol): 0.0
DFT total energy (eV): -61872.649

---

(2)
Formula: C6H14N4S
Source: OMol25
Level of theory: ωB97M-V/def2-TZVPD

The geometry in XYZ format:
```
25
C6H14N4S (ωB97M-V/def2-TZVPD)
C 2.214 -0.307 -1.036
C 0.762 -1.069 -0.519
C -2.132 -1.446 0.754
C -1.920 -0.278 -1.538
C 1.084 1.100 1.828
C -1.564 -0.218 -0.028
N 2.208 1.050 -0.820
N 1.014 1.722 -0.509
N -0.082 -0.183 0.143
N 0.274 1.111 0.633
S 2.189 -1.635 0.344
H 2.520 -0.702 -1.962
H 0.170 -1.521 -1.263
H -1.660 -2.388 0.506
H -1.743 -1.214 1.788
H -3.168 -1.457 0.572
H -2.005 -1.234 -1.824
H -1.239 0.432 -1.937
H -2.963 0.219 -1.625
H 1.207 2.146 2.118
H 0.474 0.774 2.558
H 1.977 0.517 1.670
H -1.956 0.650 0.547
H 3.050 1.288 -0.257
H 1.292 2.645 -0.142
```

Results
Charge: 0
Highest occupied orbital energy (eV): -7.9
Orbital gap (eV): 8.711
LUMO (eV): 0.84
SMILES: CC(C)N1[C@@H]2S[C@@H]2NNN1C
Max |F| (eV/Å): 6.577
Energy above the lowest of the compared OMol25 structures with the same formula, charge and spin (kJ/mol): 103.2
DFT total energy (eV): -23238.991

---

(3)
Formula: CH6N4S2
Source: OMol25
Level of theory: ωB97M-V/def2-TZVPD

The geometry in XYZ format:
```
13
CH6N4S2 (ωB97M-V/def2-TZVPD)
C 0.150 0.187 -0.724
H 0.839 -2.027 0.619
H 1.390 -1.122 1.978
H 1.816 -0.838 -0.951
H 0.049 1.293 0.976
H -1.438 -0.633 2.044
H -1.639 1.631 -1.297
N 1.010 -1.142 0.880
N 1.463 -0.395 -0.122
N -0.563 0.903 0.262
N 0.044 0.341 -1.965
S -1.991 0.385 0.888
S -1.128 1.416 -2.590
```

Results
Charge: 0
Highest occupied orbital energy (eV): -8.6
Orbital gap (eV): 8.876
LUMO (eV): 0.24
SMILES: NN/C(=N/S)NS
Max |F| (eV/Å): 7.019
Energy above the lowest of the compared OMol25 structures with the same formula, charge and spin (kJ/mol): 262.0
DFT total energy (eV): -28760.890

---

(4)
Formula: C19H46F3GaNO9
Source: OMol25
Level of theory: ωB97M-V/def2-TZVPD

The geometry in XYZ format:
```
79
C19H46F3GaNO9 (ωB97M-V/def2-TZVPD)
N -4.994 -5.165 -1.953
Ga -5.756 -3.400 -1.790
C -7.835 -3.644 -1.962
F -8.541 -3.506 -0.773
F -8.236 -4.888 -2.420
F -8.477 -2.763 -2.811
H -5.624 -5.767 -2.474
H -4.880 -5.614 -1.051
H -5.479 -2.739 -0.352
H -5.280 -2.432 -2.973
C -6.697 2.644 0.478
O -5.291 2.642 0.558
C -4.710 1.398 0.902
C -3.633 0.965 -0.065
O -4.074 0.626 -1.356
C -4.500 1.625 -2.254
C -3.376 2.451 -2.839
O -2.752 3.294 -1.887
C -1.348 3.192 -1.822
H -7.158 2.826 1.456
H -6.990 3.449 -0.198
H -7.080 1.700 0.080
H -5.472 0.614 0.953
H -4.245 1.481 1.894
H -3.240 0.024 0.332
H -2.811 1.689 -0.084
H -5.284 2.260 -1.834
H -4.932 1.065 -3.088
H -3.801 3.070 -3.640
H -2.641 1.776 -3.290
H -1.003 2.162 -1.953
H -1.038 3.534 -0.833
H -0.860 3.823 -2.575
C -0.417 -0.619 -1.520
O 0.507 0.447 -1.388
C 1.316 0.415 -0.235
C 2.790 0.571 -0.534
O 3.360 -0.516 -1.244
C 3.095 -0.621 -2.631
C 3.889 0.334 -3.492
O 3.497 1.680 -3.313
C 4.543 2.593 -3.088
H -1.362 -0.398 -1.018
H -0.624 -0.755 -2.581
H -0.014 -1.555 -1.121
H 1.163 -0.520 0.317
H 1.031 1.241 0.432
H 3.304 0.566 0.433
H 2.990 1.530 -1.017
H 2.029 -0.548 -2.852
H 3.430 -1.626 -2.901
H 3.719 0.045 -4.539
H 4.957 0.212 -3.280
H 5.332 2.156 -2.467
H 4.126 3.453 -2.565
H 4.989 2.940 -4.028
C 6.082 0.233 6.076
O 4.857 -0.255 5.587
C 4.012 0.705 4.983
C 3.517 0.267 3.623
O 4.524 0.186 2.633
C 5.380 -0.944 2.631
C 4.743 -2.207 2.098
O 3.750 -2.723 2.966
C 2.498 -2.936 2.355
H 5.985 0.623 7.096
H 6.789 -0.597 6.088
H 6.485 1.024 5.435
H 4.529 1.666 4.888
H 3.129 0.861 5.617
H 2.849 1.060 3.275
H 2.938 -0.655 3.699
H 5.833 -1.119 3.609
H 6.175 -0.682 1.927
H 5.539 -2.954 1.979
H 4.326 -2.004 1.105
H 2.281 -2.158 1.616
H 1.727 -2.902 3.124
H 2.444 -3.906 1.850
```

Results
Charge: -1
Highest occupied orbital energy (eV): -4.7
Orbital gap (eV): 6.685
LUMO (eV): 2.03
Max |F| (eV/Å): 0.408
DFT total energy (eV): -100890.862

---

(5)
Formula: C25H24LuN6O6P
Source: OMol25
Level of theory: ωB97M-V/def2-TZVPD

The geometry in XYZ format:
```
63
C25H24LuN6O6P (ωB97M-V/def2-TZVPD)
Lu 0.022 0.493 0.269
O 2.180 0.638 0.484
C 2.932 1.637 0.316
C 2.535 2.978 0.121
C 3.564 3.939 0.004
C 3.239 5.245 -0.144
C 1.901 5.663 -0.182
C 0.886 4.746 -0.087
C 1.167 3.383 0.056
O 0.196 2.507 0.125
N 4.320 6.250 -0.257
O 3.986 7.416 -0.284
O 5.454 5.832 -0.392
H 4.010 1.451 0.329
H 4.605 3.643 0.039
H 1.695 6.719 -0.287
H -0.152 5.053 -0.121
N -7.471 -0.172 7.439
C -6.646 -0.178 6.637
C -5.615 -0.180 5.626
C -4.713 -1.236 5.547
C -3.727 -1.225 4.578
C -3.645 -0.178 3.659
C -4.553 0.877 3.747
C -5.528 0.884 4.729
C -2.598 -0.186 2.606
C -3.018 -0.084 1.292
C -4.366 -0.124 0.822
C -4.334 0.084 -0.532
C -2.975 0.238 -0.869
N -2.175 0.123 0.188
C -1.242 -0.252 3.079
C -0.859 0.039 4.385
C 0.538 -0.006 4.447
C 0.963 -0.315 3.177
N -0.088 -0.494 2.310
H -4.787 -2.058 6.247
H -3.025 -2.048 4.517
H -4.473 1.713 3.062
H -6.221 1.711 4.811
H -5.238 -0.318 1.427
H -5.170 0.118 -1.215
H -2.572 0.427 -1.856
H -1.529 0.294 5.194
H 1.162 0.180 5.310
H 1.985 -0.435 2.846
N 1.129 -3.098 1.605
C 2.064 -2.635 0.517
P 1.032 -2.453 -0.998
O -0.010 -3.524 -0.830
O 0.608 -1.017 -1.207
C 1.965 -3.047 -2.480
N 1.054 -4.045 -3.163
H 0.451 -3.754 1.197
H 0.588 -2.299 1.969
H 1.617 -3.535 2.382
H 2.827 -3.395 0.364
H 2.535 -1.702 0.805
H 2.884 -3.551 -2.192
H 2.207 -2.233 -3.155
H 0.575 -3.641 -3.964
H 0.330 -4.310 -2.456
H 1.544 -4.874 -3.486
```

Results
Charge: +2
Highest occupied orbital energy (spin up / spin down) (eV): -13.3 / -13.3
Orbital gap (spin up / spin down) (eV): 7.108 / 7.108
LUMO (spin up / spin down) (eV): -6.15 / -6.15
Max |F| (eV/Å): 1.080
Energy above the lowest of the compared OMol25 structures with the same formula, charge and spin (kJ/mol): 8.8
DFT total energy (eV): -90438.210

---

(6)
Formula: C5H7NO
Source: OMol25
Level of theory: ωB97M-V/def2-TZVPD

The geometry in XYZ format:
```
14
C5H7NO (ωB97M-V/def2-TZVPD)
C 0.902 1.589 0.476
N 0.185 0.345 0.325
C -0.889 -0.088 1.085
C -1.395 -1.214 0.494
C -0.668 -1.435 -0.718
C 0.332 -0.497 -0.733
O 1.396 -0.276 -1.549
H 0.847 2.185 -0.443
H 1.953 1.417 0.722
H 0.418 2.143 1.281
H -1.304 0.555 1.849
H -2.208 -1.837 0.846
H -1.163 -1.796 -1.611
H 1.595 -1.091 -2.026
```

Results
Charge: 0
Highest occupied orbital energy (eV): -7.7
Orbital gap (eV): 8.487
LUMO (eV): 0.79
SMILES: Cn1cccc1O
Max |F| (eV/Å): 1.130
Energy above the lowest of the compared OMol25 structures with the same formula, charge and spin (kJ/mol): 107.1
DFT total energy (eV): -8835.093

---

(7)
Formula: C31H29N2O5PPdS
Source: OMol25
Level of theory: ωB97M-V/def2-TZVPD

The geometry in XYZ format:
```
70
C31H29N2O5PPdS (ωB97M-V/def2-TZVPD)
Pd -1.253 -0.087 -1.201
O -2.883 3.231 -1.421
S -4.158 2.692 -0.962
O -5.277 3.609 -1.163
O -4.438 1.327 -1.359
C -3.953 2.638 0.841
C -4.860 3.395 1.582
C -4.747 3.512 2.956
C -3.696 2.884 3.609
C -2.799 2.128 2.875
C -2.917 1.957 1.493
P -1.598 0.921 0.649
C -1.392 -0.419 1.912
C -2.429 -0.915 2.700
C -2.240 -2.016 3.527
C -1.005 -2.643 3.590
C 0.030 -2.182 2.784
C -0.170 -1.102 1.942
C -0.224 2.086 1.095
C 0.617 1.992 2.201
C 1.635 2.918 2.403
C 1.815 3.965 1.513
C 0.966 4.080 0.417
C -0.036 3.147 0.203
H -5.643 3.902 1.036
H -5.464 4.108 3.512
H -3.568 2.984 4.682
H -1.977 1.651 3.395
H -3.401 -0.440 2.666
H -3.069 -2.387 4.119
H -0.857 -3.501 4.237
H 0.991 -2.684 2.784
H 0.621 -0.797 1.266
H 0.489 1.186 2.913
H 2.288 2.816 3.263
H 2.610 4.685 1.669
H 1.092 4.896 -0.285
H -0.696 3.227 -0.655
N -1.406 -3.375 -0.650
C -1.760 -4.159 0.380
C -3.127 -4.327 0.312
C -3.504 -3.576 -0.818
N -2.454 -3.002 -1.390
H -0.461 -3.012 -0.873
H -1.029 -4.508 1.090
H -3.756 -4.877 0.992
H -4.489 -3.406 -1.222
C 6.619 -0.170 -3.749
C 5.221 -0.547 -3.327
C 4.680 -1.780 -3.662
C 3.401 -2.148 -3.249
C 2.841 -3.498 -3.608
C 2.642 -1.251 -2.501
C 3.160 0.003 -2.162
C 2.344 0.978 -1.358
C 4.448 0.330 -2.574
C 1.246 -1.637 -2.037
O 1.182 -2.551 -1.182
O 0.297 -1.003 -2.553
H 6.990 -0.844 -4.523
H 7.315 -0.218 -2.906
H 6.653 0.848 -4.141
H 5.264 -2.476 -4.258
H 3.513 -4.032 -4.284
H 1.867 -3.399 -4.090
H 2.683 -4.095 -2.710
H 1.401 1.205 -1.857
H 2.893 1.905 -1.183
H 2.070 0.556 -0.388
H 4.852 1.302 -2.307
```

Results
Charge: -2
Highest occupied orbital energy (eV): -1.1
Orbital gap (eV): 5.338
LUMO (eV): 4.26
Max |F| (eV/Å): 0.107
Energy above the lowest of the compared OMol25 structures with the same formula, charge and spin (kJ/mol): 38.3
DFT total energy (eV): -69442.144

---

(8)
Formula: C2H8N4
Source: OMol25
Level of theory: ωB97M-V/def2-TZVPD

The geometry in XYZ format:
```
14
C2H8N4 (ωB97M-V/def2-TZVPD)
N 1.407 0.610 -0.173
C 1.125 1.930 -0.373
N -0.053 2.412 -0.260
H 0.980 -0.068 0.447
H 2.375 0.372 -0.318
H 2.014 2.541 -0.556
H 0.040 3.422 -0.243
N -0.785 -1.594 -0.853
C -1.064 -1.999 0.411
N -0.746 -1.264 1.408
H -0.491 -0.634 -0.993
H -1.095 -2.135 -1.637
H -1.491 -2.997 0.494
H -1.072 -1.737 2.247
```

Results
Charge: 0
Highest occupied orbital energy (eV): -8.9
Orbital gap (eV): 9.966
LUMO (eV): 1.02
SMILES: [H]/N=C/N.[H]/N=C/N
Max |F| (eV/Å): 1.709
Energy above the lowest of the compared OMol25 structures with the same formula, charge and spin (kJ/mol): 42.7
DFT total energy (eV): -8163.809

---

(9)
Formula: C22H16F4O
Source: OMol25
Level of theory: ωB97M-V/def2-TZVPD

The geometry in XYZ format:
```
43
C22H16F4O (ωB97M-V/def2-TZVPD)
F 5.385 1.104 -3.591
C 4.522 1.714 -2.707
C 4.898 2.942 -2.165
C 3.996 3.530 -1.273
F 4.331 4.751 -0.734
C 2.799 2.942 -0.904
C 2.431 1.684 -1.465
C 1.194 1.060 -1.100
C 0.675 -0.044 -1.767
C -0.517 -0.711 -1.482
C -0.921 -1.930 -2.118
C -2.203 -2.489 -1.843
C -2.565 -3.689 -2.426
F -3.804 -4.217 -2.136
C -1.740 -4.400 -3.301
C -0.496 -3.832 -3.574
F 0.342 -4.503 -4.439
C -0.064 -2.634 -3.022
C 3.333 1.074 -2.390
H 5.845 3.409 -2.417
H 2.118 3.437 -0.215
H 0.650 1.487 -0.262
H 1.255 -0.408 -2.614
H -1.207 -0.268 -0.760
H -2.878 -1.966 -1.170
H -2.051 -5.339 -3.746
H 0.926 -2.252 -3.269
H 3.094 0.120 -2.858
C -3.872 0.262 5.096
C -2.579 0.524 4.381
C -1.602 -0.483 4.270
C -0.422 -0.278 3.591
C -0.174 0.940 2.824
O 0.725 1.039 1.952
C -1.120 2.009 3.125
C -2.292 1.775 3.804
H -4.506 1.152 5.082
H -4.437 -0.557 4.632
H -3.707 -0.012 6.147
H -1.788 -1.459 4.723
H 0.340 -1.050 3.529
H -0.890 2.984 2.706
H -3.024 2.582 3.882
```

Results
Charge: 0
Highest occupied orbital energy (eV): -6.0
Orbital gap (eV): 2.710
LUMO (eV): -3.34
Max |F| (eV/Å): 1.610
Energy above the lowest of the compared OMol25 structures with the same formula, charge and spin (kJ/mol): 0.0
DFT total energy (eV): -35987.052

---

(10)
Formula: C5H11NO
Source: OMol25
Level of theory: ωB97M-V/def2-TZVPD

The geometry in XYZ format:
```
18
C5H11NO (ωB97M-V/def2-TZVPD)
C -0.213 -0.387 0.328
C 0.877 0.496 -0.220
C 0.857 0.430 -1.713
C -1.570 0.284 0.421
C 0.154 -1.134 1.590
N 0.200 -0.570 -2.241
O 0.869 1.906 0.147
H 0.969 1.946 1.108
H 1.851 0.066 0.068
H 1.382 1.195 -2.285
H 0.050 -0.550 -3.242
H -0.393 -1.055 -1.091
H -1.811 0.785 -0.514
H -2.353 -0.449 0.639
H 1.170 -1.531 1.544
H 0.100 -0.502 2.489
H -1.608 1.040 1.214
H -0.531 -1.970 1.759
```

Results
Charge: 0
Highest occupied orbital energy (eV): -7.4
Orbital gap (eV): 8.026
LUMO (eV): 0.61
Max |F| (eV/Å): 3.106
Energy above the lowest of the compared OMol25 structures with the same formula, charge and spin (kJ/mol): 344.9
DFT total energy (eV): -8898.123

---

(11)
Formula: C20H29N3O
Source: OMol25
Level of theory: ωB97M-V/def2-TZVPD

The geometry in XYZ format:
```
53
C20H29N3O (ωB97M-V/def2-TZVPD)
C -6.732 -0.495 -0.275
C -5.415 -0.762 0.393
C -4.464 0.164 0.426
C -3.114 0.079 1.069
N -2.100 0.569 0.153
C -1.971 -0.282 -1.015
H -1.836 -1.346 -0.742
C -0.807 0.176 -1.888
N 0.477 0.156 -1.179
C 0.293 -0.018 0.254
H 1.235 0.204 0.760
C -0.815 0.905 0.768
C -0.563 2.414 0.520
H -1.120 2.969 1.275
H -0.989 2.678 -0.449
C 0.895 2.869 0.538
O 1.550 2.632 -0.687
H 1.146 1.819 -1.064
H 1.440 2.382 1.362
H 0.940 3.950 0.704
H -0.874 0.744 1.852
H 0.033 -1.058 0.512
C 1.434 -0.794 -1.738
C 2.746 -0.778 -1.023
C 3.466 -1.839 -0.549
C 4.658 -1.319 0.025
C 5.764 -1.889 0.656
C 6.760 -1.057 1.114
C 6.681 0.330 0.958
C 5.602 0.921 0.336
C 4.594 0.087 -0.132
N 3.434 0.384 -0.784
H 3.081 1.317 -0.954
H 5.537 1.992 0.213
H 7.483 0.948 1.333
H 7.625 -1.478 1.606
H 5.831 -2.960 0.781
H 3.186 -2.873 -0.605
H 1.587 -0.512 -2.787
H 1.048 -1.827 -1.713
H -1.001 1.202 -2.223
H -0.757 -0.462 -2.774
H -2.901 -0.212 -1.586
H -3.108 0.735 1.946
H -2.895 -0.947 1.412
H -4.641 1.119 -0.051
C -5.313 -2.120 1.022
H -5.766 -2.107 2.014
H -4.282 -2.446 1.128
H -5.848 -2.853 0.421
H -6.788 0.524 -0.648
H -7.548 -0.656 0.428
H -6.877 -1.181 -1.111
```

Results
Charge: 0
Highest occupied orbital energy (eV): -7.8
Orbital gap (eV): 8.503
LUMO (eV): 0.72
SMILES: CC(C)=CCN1CCN(Cc2cc3ccccc3[nH]2)C[C@H]1CCO
Max |F| (eV/Å): 0.615
Energy above the lowest of the compared OMol25 structures with the same formula, charge and spin (kJ/mol): 212.2
DFT total energy (eV): -27728.051